C7H8O3S in the gas phase at a distorted geometry, computed with ωB97M-V/def2-TZVPD.

Each line ends with the Löwdin charge.
Cartesian coordinates (Å):
O (-1.820, 2.674, -1.361)  0.154
C (-1.387, 2.118, -0.392)  -0.171
C (-0.942, 1.580, 0.673)  -0.091
C (-0.384, 0.227, 0.736)  -0.328
C (1.044, -0.010, 0.125)  -0.109
C (0.739, -0.358, -1.366)  -0.154
C (-0.713, -0.681, -1.359)  -0.433
S (-1.344, -1.761, -2.384)  0.831
O (-2.639, -2.320, -2.062)  -0.304
O (-0.940, -1.731, -3.748)  -0.299
C (-1.204, -0.807, -0.031)  -0.221
H (-0.775, 2.280, 1.483)  0.132
H (-0.476, -0.019, 1.902)  0.179
H (1.435, -0.785, 0.705)  0.082
H (1.745, 0.937, 0.138)  0.155
H (0.994, 0.462, -2.036)  0.120
H (1.292, -1.273, -1.671)  0.129
H (-1.026, -1.893, 0.476)  0.183
H (-2.323, -0.648, 0.018)  0.146

Summary:
Frontier orbital gap in eV: 8.17
LUMO energy in eV: -0.91
Net charge: 0
Calculated total energy in eV: -24362.2800
Energy above the lowest of the compared OMol25 structures with the same formula, charge and spin in kJ/mol: 375.60
HOMO in Eh: -0.3339
2S+1: 1